No. 1
{
  "formula": "C13H14F3NO9",
  "method": "ωB97M-V/def2-TZVPD",
  "de_lowest_kcal_mol": 66.37,
  "homo_lumo_gap_ha": 0.3327,
  "e_homo_ev": -8.59,
  "smiles": "O=C1OC[C@@H](F)O1.O=C1OC[C@@H](F)O1.O=C1OC[C@@H](F)O1.c1cc[nH]c1",
  "lumo_ev": 0.467,
  "species": ["F", "F", "F", "O", "O", "O", "O", "O", "O", "O", "O", "O", "N", "C", "C", "C", "C", "C", "C", "C", "C", "C", "C", "C", "C", "C", "H", "H", "H", "H", "H", "H", "H", "H", "H", "H", "H", "H", "H", "H"],
  "positions_angstrom": [[1.26589, -2.19270, 0.59320], [1.45421, 1.75308, 1.48237], [-2.67626, 0.49832, -3.54907], [0.18997, 0.12632, -2.70081], [-0.32604, -4.84491, 0.69261], [1.03419, 2.13226, -3.10174], [-0.79546, -2.73891, 0.00323], [-1.80867, -4.46248, -1.04707], [5.89165, 1.65304, 1.52455], [4.39147, 3.38606, 1.50145], [-0.64425, 1.36730, -4.36872], [3.56931, 1.34644, 1.85836], [-3.67390, 0.70101, 0.76589], [-3.18220, 1.55906, 1.77297], [2.54606, 2.23518, 2.00124], [-1.83852, 1.34751, 1.78711], [0.21460, 1.29250, -3.35623], [-1.53961, 0.29486, 0.89328], [-2.68898, -0.04985, 0.19504], [-1.48830, 0.21185, -4.16180], [4.70904, 2.02627, 1.61221], [-0.95730, -4.02815, -0.21700], [-0.68708, -0.76882, -3.24240], [0.51352, -4.02305, 1.55624], [0.12060, -2.60310, 1.15441], [2.98428, 3.45526, 1.28056], [1.57037, -4.28493, 1.50527], [-0.56267, -0.04272, 0.58017], [0.44847, -4.27826, 2.61395], [-0.04703, -2.01969, 2.05975], [-0.21370, -1.60615, -3.75512], [-1.24867, 1.87984, 2.51861], [-3.80503, 2.27224, 2.29244], [2.63628, 4.31911, 1.84691], [2.71705, 3.14557, 0.27022], [-4.61344, 0.60142, 0.40887], [-1.78627, -0.27382, -5.09101], [-2.73324, -0.60494, -0.73034], [2.41485, 2.44403, 3.06297], [-1.35521, -1.22605, -2.51258]],
  "forces_ev_per_angstrom": [[1.2, 2.0, -0.7], [-2.1, -1.2, -0.8], [0.2, 0.9, 0.2], [1.4, 0.4, 1.4], [0.4, 1.1, -0.4], [-0.9, -0.4, -0.2], [1.1, 1.0, 2.8], [4.0, 1.6, 2.9], [-4.9, 0.6, 0.5], [0.5, -1.4, -0.5], [-2.2, -2.2, 0.5], [2.3, -1.7, -0.4], [-1.0, 0.2, -0.2], [-0.7, -1.1, -2.0], [0.0, 1.6, 2.2], [-0.2, 0.0, 1.2], [3.2, 1.6, 0.9], [0.5, -0.1, -1.3], [1.4, 1.2, 1.5], [-0.4, -1.9, -1.0], [4.3, 1.1, -0.4], [-4.5, -3.6, -2.1], [-1.9, 0.3, -1.4], [-1.1, -1.4, 0.3], [1.7, -2.0, -0.7], [0.6, -0.6, 0.9], [0.1, 0.5, -1.4], [0.1, 0.1, 0.2], [-1.5, 0.0, 0.1], [-1.3, 0.7, -0.9], [0.3, 0.3, -0.3], [0.5, -0.2, -0.3], [0.0, -0.3, -0.1], [-0.4, 0.3, -1.2], [0.0, 1.5, -0.6], [0.0, 0.5, 0.5], [0.4, 0.6, -0.3], [-0.6, -0.2, 0.4], [-0.3, -0.3, 0.3], [0.0, 0.3, 0.2]],
  "nbo_charge": [-0.3350, -0.3104, -0.3417, -0.4724, -0.4722, -0.5713, -0.4678, -0.5976, -0.5568, -0.4946, -0.4604, -0.4811, -0.5090, -0.0864, 0.4530, -0.2889, 0.9594, -0.3356, -0.0650, 0.4269, 0.9656, 0.9621, -0.1167, -0.1370, 0.4227, -0.1408, 0.2181, 0.2155, 0.2022, 0.2050, 0.1966, 0.2181, 0.2183, 0.2200, 0.2155, 0.4096, 0.1676, 0.2210, 0.1306, 0.2127]
}

---

No. 2
{
  "formula": "C13H14F5MnN3Se2Si",
  "method": "ωB97M-V/def2-TZVPD",
  "de_lowest_kcal_mol": 0.00,
  "spin_multiplicity": 2,
  "s2": 0.89,
  "homo_lumo_gap_ha": [0.2960, 0.3113],
  "e_homo_ev": [-8.15, -8.25],
  "lumo_ev": [-0.095, 0.217],
  "species": ["Se", "Se", "Mn", "Si", "F", "F", "F", "F", "F", "N", "N", "N", "C", "C", "C", "C", "C", "C", "C", "C", "C", "C", "C", "C", "C", "H", "H", "H", "H", "H", "H", "H", "H", "H", "H", "H", "H", "H", "H"],
  "positions_angstrom": [[-2.13688, 1.76058, 0.52189], [-0.24729, -0.71986, -2.90075], [-0.55733, 0.59445, -0.88456], [-0.69562, -2.83154, -2.16293], [0.45597, 4.27089, 4.31491], [0.66044, 2.06450, 5.88577], [-1.66713, -0.45127, 2.69826], [-0.78309, 4.13666, 1.94974], [-0.40746, -0.29137, 5.04965], [0.93750, -1.05213, 1.17960], [0.82795, 1.95213, -1.33798], [1.88709, 1.68536, -2.11131], [0.03188, 1.99464, 4.71293], [-1.16538, 0.73708, 3.06497], [-1.34556, -3.79584, -3.62507], [0.36346, -0.42471, 0.38496], [-0.72604, 3.02518, 2.69427], [-1.28378, 1.84224, 2.23114], [-0.51582, 0.79939, 4.28483], [0.84815, -3.67962, -1.52671], [-0.07548, 3.11498, 3.91125], [0.95620, 3.21798, -0.94750], [-1.99538, -2.79900, -0.82200], [2.68384, 2.75518, -2.23972], [2.12245, 3.76896, -1.49370], [2.50116, 4.76586, -1.35953], [1.57610, -3.81593, -2.32896], [-2.25830, -3.34075, -4.01338], [1.32911, -3.11754, -0.72498], [-2.24544, -3.81443, -0.50290], [0.58822, -4.66823, -1.13906], [3.57254, 2.72179, -2.84588], [-2.90756, -2.32728, -1.19243], [-0.61041, -3.82070, -4.43188], [-1.66626, -2.24274, 0.05895], [0.21321, 3.65686, -0.30193], [1.39040, -1.62766, 1.85452], [-1.57290, -4.82594, -3.33984], [1.91743, 0.78186, -2.56464]],
  "forces_ev_per_angstrom": [[0.0, -0.1, -0.1], [0.0, 0.0, 0.3], [-0.1, 0.0, -0.2], [0.0, 0.0, -0.1], [0.0, 0.0, 0.0], [0.0, 0.0, 0.0], [0.0, 0.1, 0.0], [0.0, 0.0, 0.0], [0.0, 0.0, 0.0], [-0.1, 0.2, -0.2], [-0.1, 0.1, 0.1], [0.1, 0.0, -0.1], [0.0, 0.0, 0.0], [-0.1, 0.0, -0.1], [0.0, 0.0, 0.0], [0.1, -0.2, 0.3], [0.0, 0.0, 0.0], [0.1, -0.1, 0.0], [0.0, 0.0, 0.0], [0.0, 0.0, 0.0], [0.0, 0.0, 0.0], [0.1, 0.0, -0.1], [0.0, 0.1, 0.1], [0.0, 0.0, 0.0], [0.0, 0.0, 0.0], [0.0, 0.0, 0.0], [0.0, 0.0, 0.0], [0.0, 0.0, 0.0], [0.0, 0.0, 0.0], [0.0, 0.0, 0.0], [0.0, 0.0, 0.0], [0.0, 0.0, 0.0], [0.0, 0.0, 0.0], [0.0, 0.0, 0.0], [0.0, 0.0, 0.0], [0.0, 0.0, 0.0], [0.0, 0.0, 0.0], [0.0, 0.0, 0.0], [0.0, -0.1, 0.0]],
  "mulliken_spin": [0.0136, 0.0190, 1.0511, -0.0025, 0.0000, 0.0001, -0.0001, -0.0005, 0.0000, -0.0059, -0.0327, -0.0113, 0.0021, -0.0033, -0.0016, -0.0600, 0.0009, 0.0055, -0.0030, 0.0013, 0.0002, 0.0241, -0.0043, 0.0073, -0.0036, 0.0000, 0.0005, 0.0007, -0.0007, -0.0003, -0.0003, 0.0004, -0.0007, 0.0004, 0.0033, 0.0005, -0.0002, -0.0001, 0.0004]
}

---

No. 3
{
  "formula": "C13H14IO4P",
  "method": "ωB97M-V/def2-TZVPD",
  "homo_lumo_gap_ha": 0.2713,
  "e_homo_ev": -9.07,
  "lumo_ev": -1.693,
  "species": ["I", "P", "O", "O", "O", "O", "C", "C", "C", "C", "C", "C", "C", "C", "C", "C", "C", "C", "C", "H", "H", "H", "H", "H", "H", "H", "H", "H", "H", "H", "H", "H", "H"],
  "positions_angstrom": [[0.31073, -1.37465, -5.09409], [1.59956, -0.08989, -0.76852], [-1.57910, 1.86300, 0.54801], [2.01075, -2.36185, 0.57425], [-3.36032, 1.99663, 5.53292], [3.59220, -0.74749, 0.64595], [-1.32552, -2.13593, 0.51492], [2.34666, -1.69410, -2.83307], [-1.99721, 0.67148, 2.53688], [-2.95365, 1.96170, 4.39311], [-1.99358, 1.88972, 1.69040], [-2.50704, 3.14705, 2.28822], [2.25687, -1.78604, -4.34795], [2.52679, -1.29072, 0.37338], [-2.95182, 3.18049, 3.54082], [-0.17029, -0.40308, -1.12237], [2.48435, -0.24225, -2.33483], [-2.43933, 0.70540, 3.79106], [-0.81733, -1.32911, -0.21229], [-2.49474, 4.02191, 1.65062], [1.51689, -2.23157, -2.37583], [3.24117, -2.23986, -2.53450], [3.52416, -0.04667, -2.08453], [2.10038, 0.47148, -3.06038], [-0.26416, -0.73701, -2.15525], [-2.44847, -0.16942, 4.42859], [2.56051, -2.77054, -4.68416], [-3.32985, 4.08471, 4.00044], [1.71098, 1.21679, -0.30182], [-1.61760, -0.22917, 2.07245], [-0.67804, 0.56189, -1.05050], [-1.78552, -2.82619, 1.18063], [2.93156, -1.06673, -4.80256]],
  "forces_ev_per_angstrom": [[-0.1, 0.0, -0.1], [-0.5, -0.1, -0.1], [0.0, 0.1, 0.0], [-0.6, -0.6, -0.1], [0.0, 0.0, 0.0], [0.2, 0.4, -0.2], [0.0, 0.3, -0.2], [0.2, 0.0, -0.2], [0.0, 0.0, 0.0], [0.0, 0.0, 0.0], [0.0, 0.0, 0.1], [0.0, 0.0, 0.0], [0.5, 0.0, 0.3], [0.9, -0.2, 0.7], [0.0, 0.0, 0.0], [-0.2, 0.5, -0.1], [-0.3, -0.3, 0.2], [0.0, 0.0, 0.0], [0.0, -0.5, 0.2], [0.0, 0.0, 0.0], [-0.1, 0.0, 0.1], [0.0, 0.0, 0.1], [0.1, 0.3, -0.2], [0.1, 0.1, -0.1], [0.0, -0.1, -0.1], [0.0, 0.0, 0.0], [-0.3, -0.1, -0.1], [0.0, 0.0, 0.0], [0.0, 0.2, -0.1], [0.0, 0.0, 0.0], [0.0, 0.0, 0.0], [0.0, -0.1, 0.0], [-0.1, 0.1, -0.1]],
  "nbo_charge": [0.0734, 1.0646, -0.5308, -0.6435, -0.4785, -0.6839, -0.2042, -0.4457, -0.2454, 0.4736, 0.4946, -0.2294, -0.5008, 0.6170, -0.2221, -0.8269, -0.7205, -0.2122, -0.0123, 0.2310, 0.2271, 0.2414, 0.2732, 0.2439, 0.2765, 0.2336, 0.2330, 0.2343, 0.0212, 0.2509, 0.3075, 0.2401, 0.2195]
}